Below is a structure of composition C37H64BN10PdS2 in a non-equilibrium geometry, with properties calculated with ωB97M-V with the def2-TZVPD basis set.

Kohn-Sham gap (spin up / spin down)	8.17 / 3.91	eV
⟨S²⟩	6.031

```
! RIJCOSX wB97M-V def2-TZVPD def2/J DEFGRID3
* xyz 3 5
Pd 0.94629 0.80267 -0.61772
C 2.71597 -0.50281 2.06562
C 1.77751 0.53984 2.69366
C 2.07106 0.72400 4.17839
C 0.36806 0.10852 2.43620
C -0.63603 -0.32013 3.29362
C -1.74306 -0.58156 2.48470
C -3.06195 -1.10513 2.93861
C -3.65943 -0.21509 4.03312
C -2.88196 -2.53615 3.46623
N -1.38513 -0.32217 1.20877
N -0.10702 0.08018 1.18679
B -2.22107 -0.32160 -0.09189
N -1.50258 -1.19144 -1.13289
N -0.26274 -0.88850 -1.56984
C 0.11474 -1.80587 -2.46342
C -0.93135 -2.71513 -2.62100
C -1.94117 -2.29980 -1.76311
C -3.23477 -3.03495 -1.61614
C -4.45549 -2.21528 -2.03329
C -3.39593 -3.64295 -0.22145
C 1.44306 -1.83515 -3.14414
C 2.55214 -1.99349 -2.09467
C 1.50042 -2.95152 -4.18501
N -2.22202 1.13755 -0.60121
N -1.05828 1.77541 -0.69065
C -1.26596 3.07555 -0.91218
C -2.63851 3.27798 -1.01199
C -3.22149 2.02338 -0.80917
C -4.66198 1.65947 -0.78628
C -5.20507 1.72618 0.65317
C -5.48468 2.54722 -1.71168
C -0.10514 4.02185 -0.95615
C -0.57552 5.46413 -0.78555
C 0.89741 3.65833 0.14894
H 3.75866 -0.25979 2.25771
H 2.51944 -1.47782 2.50675
H 2.53994 -0.56737 0.97966
H 1.91365 1.51058 2.18372
H 1.99562 -0.22279 4.70511
H 3.08160 1.10247 4.30981
H 1.37802 1.42928 4.62941
H -0.57686 -0.42547 4.35573
H -3.75125 -1.12874 2.09303
H -3.06372 -0.25042 4.94066
H -3.72264 0.81863 3.70306
H -4.66011 -0.56487 4.27319
H -2.27358 -2.53514 4.36609
H -3.85221 -2.96060 3.70804
H -2.39909 -3.16054 2.71733
H -3.30736 -0.69588 0.10751
H -0.96141 -3.54666 -3.29115
H -3.15781 -3.86780 -2.32483
H -4.72307 -1.49437 -1.26743
H -4.26897 -1.69251 -2.96787
H -5.29978 -2.88169 -2.18102
H -3.57625 -2.87770 0.52448
H -4.23572 -4.33176 -0.21557
H -2.49883 -4.19404 0.05363
H 1.57157 -0.87992 -3.66948
H 2.49758 -2.98703 -1.65601
H 3.53484 -1.87756 -2.54184
H 2.43155 -1.25621 -1.28685
H 1.39300 -3.92910 -3.72216
H 0.71016 -2.82467 -4.91995
H 2.45358 -2.93039 -4.70430
H -3.14639 4.19765 -1.21302
H -4.74255 0.61955 -1.12648
H -5.15840 2.74807 1.02272
H -6.24116 1.40050 0.66684
H -4.62836 1.08532 1.31487
H -5.53128 3.57041 -1.34661
H -5.06747 2.56285 -2.71510
H -6.50510 2.17580 -1.76293
H 0.38363 3.91726 -1.93714
H -1.19554 5.55353 0.10190
H 0.27367 6.13131 -0.67678
H -1.15307 5.77962 -1.64881
H 0.47796 3.88518 1.12955
H 1.13240 2.55159 0.10775
H 1.81760 4.22532 0.03496
C 6.03974 3.94792 0.02370
C 5.56605 2.89195 1.00911
N 4.38534 2.22935 0.48631
C 4.05641 2.15980 -0.80919
N 3.00359 1.41279 -1.13551
C 2.49829 1.45309 -2.48471
C 2.88536 2.73472 -3.21719
C 4.40161 2.82898 -3.11677
N 4.79916 2.80386 -1.72665
C 6.10489 3.32572 -1.36581
H 7.01954 4.31307 0.32073
H 5.35031 4.79325 0.00980
H 5.30878 3.34738 1.96736
H 6.35637 2.15351 1.17936
H 3.87895 1.61924 1.11116
H 1.38279 1.30582 -2.39121
H 2.90351 0.59830 -3.04402
H 2.42296 3.61095 -2.75775
H 2.58334 2.68927 -4.26129
H 4.76474 3.75435 -3.56722
H 4.87075 1.99579 -3.65449
H 6.38895 4.07097 -2.10964
H 6.84920 2.51992 -1.38893
S 0.54992 -3.06416 0.50834
C 0.47127 -4.44858 1.43505
N 0.30602 -5.67023 0.95868
C 0.35158 -6.77949 1.89141
C 0.14767 -6.19878 3.28784
S 0.55467 -4.41908 3.17219
H 0.30028 -5.86184 -0.03284
H 1.31948 -7.28721 1.80727
H -0.43600 -7.49355 1.64396
H 0.80288 -6.65375 4.02697
H -0.88323 -6.27095 3.63744
*
```

Löwdin atomic charge list, values in e, 8 entries: 1.009, -0.066, -0.365, -0.036, -0.209, 0.144, -0.092, -0.335


Below is the ion C23H25F3N3O2 with charge +1 in a non-equilibrium geometry, with properties calculated with ωB97M-V with the def2-TZVPD basis set.

ΔE to the lowest compared entry with this formula, charge and spin	141.31	kJ/mol
SMILES	COc1ccc2c(c1)c(C([NH2+]CC(F)(F)F)c1cn(C)c3ccc(OC)cc13)cn2C
Kohn-Sham gap	7.55	eV

```
! RIJCOSX wB97M-V def2-TZVPD def2/J DEFGRID3
* xyz 1 1
C 4.67448 -2.84839 -3.89117
O 4.01544 -1.94655 -2.98179
C 2.80024 -1.45072 -3.32233
C 2.03978 -1.87961 -4.44901
C 0.73755 -1.42243 -4.64677
C 0.16162 -0.64513 -3.64692
C 0.87198 -0.30569 -2.47065
C 2.23297 -0.55663 -2.37535
C -0.11570 0.16114 -1.52418
C 0.21966 0.37104 -0.07320
N 0.85295 -0.80528 0.49936
C 0.18994 -2.21336 1.03981
C 0.40439 -2.45183 2.51667
F 0.56874 -3.76489 2.81826
F -0.62873 -1.98012 3.30239
F 1.56658 -1.80138 2.94262
C -0.84722 1.19359 0.65309
C -1.53587 2.24968 0.02492
N -2.19524 3.03654 0.96380
C -3.01855 4.22817 0.72477
C -1.91766 2.53830 2.22747
C -2.27036 3.11455 3.45875
C -1.71904 2.52262 4.59540
C -0.87140 1.38588 4.48400
O -0.53500 0.81716 5.66932
C 0.45195 -0.21610 5.73877
C -0.49366 0.87300 3.21863
C -1.03436 1.41656 2.07590
C -1.30997 0.28593 -2.21118
N -1.15835 -0.23720 -3.47773
C -2.25220 -0.52486 -4.37732
H 5.66177 -2.99467 -3.46386
H 4.14410 -3.80155 -3.95314
H 4.75798 -2.40369 -4.88432
H 2.46378 -2.62936 -5.11761
H 0.18975 -1.66141 -5.55474
H 2.84889 -0.14574 -1.56319
H 1.05611 1.10917 -0.08752
H 1.59713 -0.56193 1.16946
H 1.40407 -1.22412 -0.26787
H 0.71450 -3.01431 0.51595
H -0.87324 -2.19829 0.80126
H -1.59158 2.48424 -1.03722
H -3.49685 4.52362 1.67464
H -2.41545 5.07384 0.34613
H -3.81413 4.01200 -0.00978
H -2.92767 3.98974 3.54772
H -1.97434 2.85828 5.59799
H 0.56984 -0.42699 6.79805
H 0.10964 -1.11759 5.23574
H 1.39799 0.11435 5.30782
H 0.16256 0.02497 3.13915
H -2.26463 0.68393 -1.87705
H -1.87001 -1.18395 -5.16227
H -3.05882 -1.04406 -3.83821
H -2.67633 0.38955 -4.82348
*
```

Löwdin atomic charge list, values in e, 8 entries: -0.053, -0.093, -0.260, -0.002, 0.013, -0.165, -0.142, 0.032


Below is a cluster of 3 separate species, C2H12N2O2 in total in a non-equilibrium geometry, with properties calculated with ωB97M-V with the def2-TZVPD basis set.

ΔE to the lowest compared entry with this formula, charge and spin	79.96	kJ/mol
SMILES	CNCN.O.O
Kohn-Sham gap	9.49	eV

```
! RIJCOSX wB97M-V def2-TZVPD def2/J DEFGRID3
* xyz 0 1
C -1.46663 -0.65069 -1.24500
N -0.17270 -0.06724 -1.45664
C 0.26193 1.01401 -0.58046
N 0.56490 0.58228 0.77091
H -1.96649 -0.32563 -0.33000
H -1.43362 -1.73885 -1.21584
H -2.20654 -0.32720 -1.99198
H 0.15323 0.00114 -2.40248
H 1.09901 1.49180 -1.08430
H -0.52546 1.76958 -0.45309
H 1.36484 -0.03868 0.75607
H -0.24461 0.17683 1.20520
O -1.52255 0.77295 3.01817
H -1.02288 1.53995 2.69102
H -2.18579 1.12342 3.64545
O 2.33202 -1.59398 -0.82068
H 3.08137 -1.81909 -1.38221
H 1.75740 -1.18781 -1.49650
*
```

Löwdin atomic charge list, values in e, 8 entries: -0.133, -0.152, -0.320, 0.025, 0.075, 0.074, 0.074, 0.096


Number 1: M 830.36 g/mol. Number 2: M 432.47 g/mol. Number 3: M 96.13 g/mol.